Entry 1:
{"formula": "C5H14NO2", "method": "ωB97M-V/def2-TZVPD", "total_energy_ha": -403.8435, "lumo_ev": -3.35, "relative_energy_kcal_mol": 61.4, "charge": 1, "e_homo_ev": -14.5, "symbols": ["O", "C", "C", "N", "C", "C", "C", "H", "H", "H", "H", "H", "H", "H", "H", "H", "H", "H", "H", "H", "H", "O"], "coordinates": [[-1.3614, 1.8493, 1.2141], [-0.0947, 1.1833, 1.4192], [0.4432, 0.8808, -0.0554], [-0.3286, -0.4420, -0.3060], [0.6633, -1.5278, -0.2238], [2.0384, -0.9611, -0.2924], [1.9588, 0.5874, -0.1939], [-1.5976, 1.9562, 0.2943], [0.5589, 2.0486, 1.8267], [-0.2312, 0.2762, 1.9955], [0.0403, 1.5577, -0.8120], [-1.1382, -0.6503, 0.3230], [-0.6228, -0.3243, -1.3002], [0.3852, -2.2313, -1.0633], [0.5259, -2.2163, 0.6489], [2.6050, -1.1242, -1.1887], [2.6306, -1.2784, 0.6384], [2.6033, 1.0169, 0.5630], [2.0823, 0.9915, -1.2292], [-3.1081, -1.5774, -0.6496], [-2.7158, -1.2227, -2.0943], [-2.3730, -1.2323, -1.1750]], "nbo_charge": [-0.72, -0.08, -0.04, -0.52, -0.26, -0.44, -0.42, 0.47, 0.22, 0.19, 0.21, 0.47, 0.45, 0.24, 0.25, 0.25, 0.24, 0.26, 0.23, 0.50, 0.51, -1.00]}



Entry 2:
{"formula": "C9H16NO", "method": "ωB97M-V/def2-TZVPD", "total_energy_ha": -482.1638, "lumo_ev": -3.68, "relative_energy_kcal_mol": 81.0, "charge": 1, "e_homo_ev": -12.2, "symbols": ["C", "N", "C", "O", "C", "C", "C", "C", "C", "C", "C", "H", "H", "H", "H", "H", "H", "H", "H", "H", "H", "H", "H", "H", "H", "H", "H"], "coordinates": [[1.8589, -1.4211, 0.4178], [0.3997, -1.6129, 0.4331], [-0.3282, -0.2990, 0.0423], [-1.6574, -0.5951, 0.0796], [-2.4242, 0.5510, -0.1793], [0.2216, 0.1640, -1.2808], [-0.0110, -0.6023, -2.5496], [0.7665, 1.3747, -1.0705], [0.6926, 1.8307, 0.2677], [0.1063, 0.8582, 1.0405], [-0.2052, 0.8075, 2.4885], [2.0622, -1.0567, -0.5135], [2.2360, -0.5712, 1.1092], [2.3580, -2.3786, 0.7667], [0.1568, -1.9266, 1.3375], [0.3637, -2.2445, -0.4799], [-1.7515, 1.3250, -0.7810], [-2.7595, 0.9377, 0.7686], [-3.2178, 0.1776, -0.7926], [0.2325, -1.6168, -2.4233], [0.4681, -0.0174, -3.2987], [-1.1839, -0.5689, -2.6336], [1.3933, 1.7587, -1.8925], [1.3231, 2.6872, 0.4867], [-0.0734, -0.2311, 2.9813], [-1.3821, 0.9686, 2.6284], [0.3550, 1.7015, 3.0473]], "nbo_charge": [-0.44, -0.53, 0.39, -0.53, -0.26, -0.06, -0.64, -0.18, -0.22, -0.01, -0.68, 0.23, 0.25, 0.25, 0.45, 0.47, 0.20, 0.20, 0.21, 0.20, 0.25, 0.24, 0.24, 0.25, 0.22, 0.25, 0.27]}



Entry 3:
{"formula": "C23H17FN2O4PS2Sn", "method": "ωB97M-V/def2-TZVPD", "total_energy_ha": -2749.2313, "lumo_ev": 2.38, "relative_energy_kcal_mol": 18.8, "charge": -1, "e_homo_ev": -5.3, "symbols": ["Sn", "O", "C", "O", "C", "C", "N", "N", "C", "C", "O", "O", "H", "H", "H", "F", "C", "C", "C", "C", "C", "C", "H", "H", "H", "H", "S", "P", "S", "C", "C", "C", "C", "C", "C", "C", "C", "C", "C", "C", "C", "H", "H", "H", "H", "H", "H", "H", "H", "H", "H"], "coordinates": [[-1.6436, -1.0387, -1.6080], [-6.1170, 2.4297, -3.9534], [-5.2076, 3.2521, -3.4737], [-5.2109, 4.4396, -3.7145], [-4.1635, 2.6570, -2.6009], [-3.1957, 3.3942, -1.9449], [-2.4002, 2.5215, -1.3100], [-2.7864, 1.2669, -1.5096], [-3.8471, 1.3122, -2.2916], [-4.4897, 0.0076, -2.6690], [-5.5819, 0.0414, -3.2586], [-3.8545, -1.0394, -2.3429], [-5.9575, 1.4767, -3.6557], [-3.0562, 4.4611, -1.9120], [-1.6090, 2.6845, -0.6988], [-0.8873, -6.5212, 1.5317], [-1.1733, -5.3462, 0.9202], [-1.3342, -4.2131, 1.6909], [-1.6119, -3.0136, 1.0497], [-1.7300, -2.9294, -0.3388], [-1.5633, -4.1077, -1.0675], [-1.2857, -5.3221, -0.4539], [-1.2205, -4.2742, 2.7657], [-1.7246, -2.1166, 1.6490], [-1.6527, -4.0854, -2.1516], [-1.1406, -6.2312, -1.0235], [0.4692, 2.4057, 2.8299], [1.1752, 1.2253, 1.4364], [-0.1236, 0.5638, 0.0280], [2.5333, 2.0659, 0.5235], [3.5599, 2.6311, 1.2763], [4.5687, 3.3450, 0.6515], [4.5579, 3.5021, -0.7289], [3.5472, 2.9265, -1.4821], [2.5351, 2.2087, -0.8575], [2.0723, -0.2084, 2.1433], [2.6905, -1.1210, 1.2940], [3.4221, -2.1710, 1.8234], [3.5383, -2.3120, 3.2004], [2.9116, -1.4101, 4.0472], [2.1763, -0.3571, 3.5193], [3.5494, 2.5173, 2.3538], [5.3605, 3.7894, 1.2420], [5.3355, 4.0797, -1.2139], [3.5404, 3.0386, -2.5594], [1.7406, 1.7536, -1.4346], [2.5857, -1.0034, 0.2215], [3.9017, -2.8832, 1.1634], [4.1207, -3.1272, 3.6125], [2.9958, -1.5254, 5.1208], [1.6808, 0.3609, 4.1610]], "nbo_charge": [1.21, -0.68, 0.78, -0.62, -0.26, 0.02, -0.31, -0.29, 0.04, 0.78, -0.68, -0.76, 0.51, 0.24, 0.45, -0.34, 0.39, -0.29, -0.20, -0.47, -0.22, -0.30, 0.22, 0.22, 0.20, 0.22, -0.64, 1.17, -0.80, -0.28, -0.21, -0.22, -0.21, -0.22, -0.23, -0.40, -0.13, -0.24, -0.21, -0.22, -0.20, 0.23, 0.21, 0.20, 0.21, 0.24, 0.22, 0.21, 0.21, 0.21, 0.24]}



Entry 4:
{"formula": "C34H37N8O3RbS4", "method": "ωB97M-V/def2-TZVPD", "total_energy_ha": -3598.4886, "lumo_ev": [3.58, 3.40], "relative_energy_kcal_mol": 29.6, "charge": -2, "e_homo_ev": [-1.4, 0.9], "symbols": ["Rb", "C", "C", "C", "C", "N", "C", "C", "C", "C", "C", "C", "N", "H", "H", "H", "H", "H", "H", "H", "H", "N", "C", "C", "C", "C", "C", "C", "S", "N", "C", "C", "C", "C", "C", "C", "N", "H", "H", "H", "H", "H", "H", "H", "H", "H", "C", "C", "S", "C", "C", "S", "H", "H", "H", "H", "H", "H", "N", "C", "C", "C", "O", "O", "H", "H", "H", "H", "H", "H", "S", "C", "C", "N", "C", "H", "H", "H", "C", "C", "N", "O", "H", "H", "H", "H", "H"], "coordinates": [[-1.1316, -0.4372, 0.0002], [-3.4449, -0.7438, -4.7417], [-2.7538, -0.1678, -5.8043], [-1.4526, 0.2338, -5.6132], [-0.8507, 0.0500, -4.3512], [-1.5335, -0.5158, -3.3357], [-2.7762, -0.8893, -3.5298], [0.5188, 0.4369, -4.0692], [1.3978, 0.9587, -5.0419], [2.6909, 1.2691, -4.6898], [3.1079, 1.0523, -3.3789], [2.1775, 0.5321, -2.4840], [0.9379, 0.2455, -2.8022], [-4.4699, -1.0637, -4.8497], [-3.2342, -0.0413, -6.7685], [-0.9100, 0.6930, -6.4281], [-3.2791, -1.3207, -2.6748], [1.0727, 1.1091, -6.0617], [3.3833, 1.6607, -5.4275], [4.1163, 1.2815, -3.0682], [2.4493, 0.3401, -1.4549], [3.1573, 1.8936, 3.3498], [2.8846, 1.2681, 4.5538], [3.4133, 1.7604, 5.7400], [3.2207, 1.0861, 6.9390], [2.4661, -0.0742, 6.9693], [1.9003, -0.5569, 5.7961], [2.1100, 0.0948, 4.5964], [1.4452, -0.5564, 3.0927], [1.6318, 0.6548, 2.0017], [2.4192, 1.6659, 2.1704], [2.5800, 2.6007, 1.0915], [3.6551, 3.5181, 1.0121], [3.7514, 4.3417, -0.0810], [2.7833, 4.2651, -1.0853], [1.7659, 3.3310, -0.9260], [1.6512, 2.5331, 0.1061], [3.5831, 2.8041, 3.4311], [4.0044, 2.6682, 5.7172], [3.6762, 1.4662, 7.8443], [2.3165, -0.6065, 7.8984], [1.3033, -1.4567, 5.7922], [4.4271, 3.5524, 1.7708], [4.5771, 5.0368, -0.1725], [2.8335, 4.8899, -1.9629], [0.9938, 3.2309, -1.6805], [1.0684, -5.8813, -1.9462], [0.9363, -4.9194, -0.7909], [-0.6450, -4.5395, -0.3210], [2.0764, -4.4458, -0.1677], [3.4317, -4.8741, -0.6755], [2.0765, -3.4217, 1.1793], [0.0870, -6.0577, -2.3805], [1.4767, -6.8391, -1.6117], [1.7313, -5.4886, -2.7191], [3.5476, -5.9594, -0.6140], [4.2074, -4.4080, -0.0725], [3.5770, -4.5773, -1.7173], [-2.3703, 2.2170, -1.9882], [-2.7442, 3.3329, -1.1367], [-2.2807, 3.1154, 0.2984], [-3.1404, 2.0288, 1.0453], [-4.3573, 2.2403, 1.1218], [-2.5066, 1.0732, 1.5311], [-1.3838, 2.0018, -1.8645], [-2.5264, 2.4429, -2.9663], [-3.8395, 3.4149, -1.1457], [-2.3332, 4.2967, -1.5124], [-2.4040, 4.0540, 0.8502], [-1.2280, 2.8141, 0.3247], [-6.4355, 0.6807, -0.0467], [-5.9721, -0.5185, 1.0894], [-4.8703, -1.1831, 0.6556], [-4.3989, -0.7735, -0.5466], [-5.1006, 0.1886, -1.0244], [-6.5040, -0.6450, 2.0097], [-4.3816, -1.9788, 1.1927], [-4.8937, 0.6864, -1.9506], [-1.0525, -3.4083, 3.2393], [-2.2263, -2.4666, 3.0955], [-1.9398, -1.1597, 3.2580], [-3.3653, -2.8736, 2.9228], [-0.7641, -3.4926, 4.2858], [-0.1954, -3.0607, 2.6648], [-1.3400, -4.3892, 2.8695], [-0.9768, -0.8534, 3.2511], [-2.6024, -0.4654, 2.9220]], "mulliken_charge": [0.60, -0.89, -0.35, -0.90, 0.31, 0.12, -0.38, 0.40, -0.71, -0.44, -0.85, -0.48, 0.17, 0.40, 0.39, 0.24, 0.70, 0.24, 0.38, 0.45, 0.55, -0.16, -0.19, -0.58, -0.55, -0.69, -0.50, 0.66, -0.05, 0.11, 0.23, 0.48, -0.90, -0.50, -0.90, 0.06, 0.18, 0.16, 0.34, 0.34, 0.37, 0.49, 0.39, 0.38, 0.44, 0.27, -1.42, 0.34, -0.29, 0.29, -1.36, -0.34, 0.36, 0.29, 0.28, 0.30, 0.34, 0.29, 0.11, -0.84, 0.32, 0.10, -0.73, -0.47, -0.32, 0.23, 0.38, 0.38, 0.35, -0.31, -0.24, -0.03, -0.96, -0.05, -0.27, 0.44, 0.61, 0.41, -0.45, 0.67, -0.23, -0.74, 0.29, -0.13, 0.28, 0.07, 0.25]}



Entry 5:
{"formula": "C6H6", "method": "ωB97M-V/def2-TZVPD", "total_energy_ha": -232.0445, "lumo_ev": 1.36, "relative_energy_kcal_mol": 114.1, "charge": 0, "e_homo_ev": -8.6, "symbols": ["C", "C", "C", "C", "C", "C", "H", "H", "H", "H", "H", "H"], "coordinates": [[0.4951, -0.6983, -0.8024], [0.4009, 0.8090, -0.7393], [1.1065, 0.0503, 0.3636], [-0.2270, -0.1041, 1.1225], [-0.8557, -0.8228, -0.0415], [-0.9248, 0.6882, 0.0464], [0.9947, -1.3486, -1.5110], [0.7748, 1.5282, -1.4606], [2.1285, 0.1490, 0.7062], [-0.5197, -0.1234, 2.1638], [-1.6413, -1.5708, -0.0710], [-1.6685, 1.4070, 0.3535]], "nbo_charge": [-0.22, -0.22, -0.23, -0.23, -0.22, -0.23, 0.23, 0.22, 0.23, 0.22, 0.23, 0.23]}



Repeat the fifth record exactly.
{"formula": "C6H6", "method": "ωB97M-V/def2-TZVPD", "total_energy_ha": -232.0445, "lumo_ev": 1.36, "relative_energy_kcal_mol": 114.1, "charge": 0, "e_homo_ev": -8.6, "symbols": ["C", "C", "C", "C", "C", "C", "H", "H", "H", "H", "H", "H"], "coordinates": [[0.4951, -0.6983, -0.8024], [0.4009, 0.8090, -0.7393], [1.1065, 0.0503, 0.3636], [-0.2270, -0.1041, 1.1225], [-0.8557, -0.8228, -0.0415], [-0.9248, 0.6882, 0.0464], [0.9947, -1.3486, -1.5110], [0.7748, 1.5282, -1.4606], [2.1285, 0.1490, 0.7062], [-0.5197, -0.1234, 2.1638], [-1.6413, -1.5708, -0.0710], [-1.6685, 1.4070, 0.3535]], "nbo_charge": [-0.22, -0.22, -0.23, -0.23, -0.22, -0.23, 0.23, 0.22, 0.23, 0.22, 0.23, 0.23]}